{
  "formula": "C27H34N3O2PRhS2",
  "method": "wB97M-V/def2-TZVPD",
  "elements": ["Rh", "C", "C", "C", "C", "C", "C", "N", "C", "C", "C", "C", "C", "N", "C", "C", "C", "C", "C", "C", "N", "H", "H", "H", "H", "H", "H", "H", "H", "H", "H", "H", "H", "H", "H", "H", "C", "C", "O", "P", "S", "S", "O", "C", "C", "H", "H", "H", "H", "H", "H", "H", "H", "H", "H", "C", "C", "C", "C", "C", "C", "H", "H", "H", "H", "H", "H", "H", "H", "H"],
  "positions_angstrom": [[0.6127, 0.1756, -0.5338], [-2.9344, -0.2185, -1.0196], [-2.6782, 0.8245, 0.0156], [-3.7323, 1.5416, 0.5774], [-3.4661, 2.4831, 1.5497], [-2.1605, 2.6513, 1.9742], [-1.1609, 1.8874, 1.3852], [-1.4163, 1.0318, 0.3912], [0.2431, 1.9436, 1.8830], [0.5737, 2.6629, 3.0247], [1.8761, 2.6468, 3.4768], [2.8202, 1.9211, 2.7800], [2.4426, 1.2302, 1.6343], [1.1707, 1.2477, 1.2141], [3.4374, 0.4366, 0.8513], [4.7620, 0.3609, 1.2691], [5.6406, -0.4461, 0.5726], [5.1658, -1.1712, -0.5002], [3.8305, -1.0422, -0.8728], [3.2799, -1.8581, -1.9951], [2.9976, -0.2235, -0.2249], [-3.9626, -0.5736, -0.9603], [-2.2472, -1.0534, -0.8743], [-2.7587, 0.1986, -2.0105], [-4.7426, 1.3501, 0.2428], [-4.2644, 3.0641, 1.9924], [-1.9381, 3.3614, 2.7547], [-0.1738, 3.2144, 3.5702], [2.1533, 3.1910, 4.3697], [3.8367, 1.8977, 3.1349], [5.1123, 0.9065, 2.1295], [6.6742, -0.5252, 0.8827], [5.8080, -1.8440, -1.0513], [4.0090, -2.5934, -2.3320], [3.0071, -1.2229, -2.8336], [2.3723, -2.3719, -1.6746], [2.0961, -0.4182, -6.2823], [1.4615, 0.4160, -5.1943], [1.2624, -0.4240, -4.0452], [0.2525, 0.0611, -2.8675], [0.3406, -1.8112, 0.6559], [0.6455, 1.9404, -2.2782], [-1.1550, 0.0556, -3.7003], [-1.6219, -1.2220, -4.1641], [-2.0136, -1.1056, -5.6198], [2.3329, 0.2079, -7.1434], [1.4244, -1.2138, -6.6065], [3.0190, -0.8742, -5.9234], [0.5008, 0.8249, -5.5157], [2.1016, 1.2500, -4.9002], [-2.4770, -1.5137, -3.5498], [-0.8457, -1.9819, -4.0364], [-2.7827, -0.3437, -5.7474], [-2.4030, -2.0574, -5.9839], [-1.1508, -0.8293, -6.2265], [-1.8405, 0.2005, 4.8499], [-2.2191, -1.0921, 4.1188], [-2.0420, -2.2838, 5.0698], [-3.6860, -1.0063, 3.6742], [-1.3553, -1.2862, 2.9426], [-0.6362, -1.4549, 1.9837], [-2.4588, 0.3221, 5.7427], [-2.0021, 1.0629, 4.2013], [-0.7914, 0.1846, 5.1483], [-2.6789, -2.1609, 5.9491], [-1.0050, -2.3627, 5.3970], [-2.3124, -3.2148, 4.5710], [-4.3384, -0.8645, 4.5397], [-3.9829, -1.9206, 3.1595], [-3.8283, -0.1695, 2.9883]],
  "spin_multiplicity": 2,
  "s2": 0.7559,
  "e_above_lowest_kcal_mol": 0.0,
  "e_tot_ev": -71085.939,
  "homo_energy_ev": [-6.57, -6.51],
  "largest_force_ev_per_a": 1.0
}